ORCA calculation (wB97M-V/def2-TZVPD) on 2 unconnected molecules or ions with the total composition C3H8IO.

Structure (XYZ):
```
13
Properties=species:S:1:pos:R:3
I -22.765 2.880 -4.097
C -25.453 5.675 -7.811
C -24.706 5.273 -6.567
C -24.398 6.470 -5.672
O -25.577 4.382 -5.866
H -26.231 6.386 -7.544
H -25.866 4.769 -8.257
H -24.789 6.100 -8.568
H -23.750 4.781 -6.765
H -23.676 7.129 -6.168
H -24.028 6.139 -4.703
H -25.287 7.078 -5.468
H -25.018 3.916 -5.223
```

As for the total charge: -1. The orbital gap is 7.429 eV. The calculation puts the maximum force at 1.14 eV Å⁻¹. The energy relative to the best compared isomer or geometry (same formula, charge and spin) is 0.00 kcal/mol. Its HOMO energy is -3.71 eV.

---

ORCA calculation (wB97M-V/def2-TZVPD) on a single CH6N4 molecule.

Structure (XYZ):
```
11
Properties=species:S:1:pos:R:3
N 1.675 -0.642 -0.217
N 1.449 0.733 0.010
C 0.105 0.682 0.252
N -0.840 -0.503 0.298
N -2.188 -0.050 -0.318
H 2.797 -0.522 -0.672
H 1.811 -1.124 0.861
H -0.254 1.630 -0.011
H -0.560 -1.367 -0.206
H -2.250 0.935 -0.533
H -2.848 -0.418 0.644
```

The orbital gap is 9.698 eV. Its SMILES is N/N=C\NN. The calculation puts the maximum force at 7.42 eV Å⁻¹. The energy relative to the best compared isomer or geometry (same formula, charge and spin) is 112.62 kcal/mol. Its HOMO energy is -8.71 eV.

---

ORCA calculation (wB97M-V/def2-TZVPD) on a molecular structure, C4H11BeO3.

Structure (XYZ):
```
19
Properties=species:S:1:pos:R:3
O 0.143 2.027 -0.672
C -1.181 1.863 -0.271
C -1.341 0.482 0.349
O -0.873 -0.478 -0.598
C -0.871 -1.807 -0.108
Be 0.428 0.317 -1.279
H -1.904 1.981 -1.102
H -1.475 2.603 0.497
H -2.391 0.265 0.603
H -0.709 0.407 1.252
H -1.892 -2.116 0.159
H -0.490 -2.456 -0.905
H -0.219 -1.892 0.775
O 1.172 0.192 -0.025
H 0.997 1.029 0.575
C 2.410 -0.462 0.157
H 2.254 -1.532 -0.037
H 3.164 -0.092 -0.555
H 2.778 -0.330 1.186
```

As for the multiplicity: 2. The orbital gap (alpha / beta) is 5.433 / 9.237 eV. The calculation puts the maximum force at 6.14 eV Å⁻¹. The energy relative to the best compared isomer or geometry (same formula, charge and spin) is 0.00 kcal/mol. Its HOMO energy (alpha / beta) is -4.91 / -8.88 eV.

---

ORCA calculation (wB97M-V/def2-TZVPD) on a single C7H10 molecule.

Structure (XYZ):
```
17
Properties=species:S:1:pos:R:3
C -1.336 -2.166 0.999
C -0.490 -1.112 1.140
C -0.363 0.130 0.334
C -1.471 0.801 0.305
C 0.947 0.611 -0.266
C 1.185 1.933 -0.105
C 1.512 -0.142 -1.466
H -1.177 -3.171 1.278
H -2.249 -2.168 0.302
H 0.055 -1.090 2.098
H -2.476 0.501 0.147
H -1.392 1.859 0.431
H 0.893 2.558 0.817
H 1.566 2.615 -0.832
H 2.490 0.183 -1.767
H 1.482 -1.262 -1.129
H 0.824 -0.079 -2.285
```

The orbital gap is 9.001 eV. Its SMILES is C=CC(=C)C(=C)C. The calculation puts the maximum force at 3.62 eV Å⁻¹. The energy relative to the best compared isomer or geometry (same formula, charge and spin) is 104.44 kcal/mol. Its HOMO energy is -8.16 eV.

---

ORCA calculation (wB97M-V/def2-TZVPD) on a molecular structure, CH2OS3.

Structure (XYZ):
```
7
Properties=species:S:1:pos:R:3
C 0.208 0.203 0.527
O 0.687 1.309 1.072
S -0.062 -2.429 -1.756
S -1.438 0.113 0.044
S -0.195 -0.494 -1.667
H 0.252 2.149 0.749
H 0.548 -0.852 1.031
```

The orbital gap (alpha / beta) is 7.275 / 7.279 eV. The calculation puts the maximum force at 3.36 eV Å⁻¹. The energy relative to the best compared isomer or geometry (same formula, charge and spin) is 14.07 kcal/mol. Its HOMO energy (alpha / beta) is -8.03 / -8.03 eV.

---

ORCA calculation (wB97M-V/def2-TZVPD) on a gas-phase ion, C4H8N3S (charge +1).

Structure (XYZ):
```
16
Properties=species:S:1:pos:R:3
C 3.083 0.253 -0.907
C -1.179 -0.622 0.098
C 1.832 0.151 -0.238
C -2.099 -0.159 1.206
N -0.007 -0.967 0.815
N 1.059 -0.554 0.474
N -0.844 0.363 -0.935
S 2.452 1.734 0.008
H 4.040 -0.085 -0.466
H 3.160 0.328 -1.902
H -1.816 -1.487 -0.264
H -1.547 0.261 2.015
H -2.713 -0.909 1.655
H -2.781 0.486 0.686
H -1.432 -0.043 -1.687
H -1.211 1.250 -0.558
```

As for the total charge: +1. The orbital gap is 8.774 eV. The calculation puts the maximum force at 3.77 eV Å⁻¹. The energy relative to the best compared isomer or geometry (same formula, charge and spin) is 120.45 kcal/mol. Its HOMO energy is -14.08 eV.

---

ORCA calculation (wB97M-V/def2-TZVPD) on 7 unconnected molecules or ions with the total composition C7H21N7O14.

Structure (XYZ):
```
49
Properties=species:S:1:pos:R:3
C -14.375 -18.369 -5.215
N -15.404 -17.297 -4.953
O -16.472 -17.647 -4.559
O -15.054 -16.127 -4.885
H -14.359 -19.045 -4.360
H -13.445 -17.919 -5.562
H -14.856 -18.654 -6.151
C -19.169 -23.286 -17.523
N -18.313 -23.810 -16.457
O -17.401 -23.055 -15.964
O -18.428 -25.000 -16.105
H -19.457 -22.274 -17.238
H -20.006 -23.943 -17.758
H -18.616 -23.281 -18.462
C -14.217 -30.972 -13.053
N -13.661 -29.621 -12.855
O -13.625 -29.281 -11.696
O -13.175 -29.100 -13.858
H -13.417 -31.706 -12.962
H -14.529 -30.951 -14.098
H -15.041 -31.199 -12.377
C -2.613 -27.043 -14.497
N -3.829 -26.667 -15.250
O -3.799 -26.979 -16.432
O -4.864 -26.442 -14.588
H -2.585 -28.123 -14.355
H -2.620 -26.565 -13.518
H -1.693 -26.769 -15.013
C -9.404 -15.364 -10.868
N -8.145 -14.627 -10.454
O -7.477 -14.120 -11.289
O -8.032 -14.550 -9.245
H -9.112 -16.038 -11.674
H -10.180 -14.633 -11.092
H -9.920 -15.931 -10.092
C -17.657 -15.934 -14.525
N -16.789 -14.767 -14.767
O -17.066 -13.688 -14.167
O -15.732 -14.926 -15.355
H -18.066 -16.344 -15.448
H -18.480 -15.622 -13.881
H -17.296 -16.704 -13.843
C -11.374 -22.208 -13.689
N -11.912 -21.193 -12.733
O -12.504 -20.203 -13.156
O -11.834 -21.386 -11.526
H -11.610 -21.945 -14.721
H -11.792 -23.186 -13.452
H -10.285 -22.240 -13.662
```

The orbital gap is 10.451 eV. Its SMILES is C[N+](=O)[O-].C[N+](=O)[O-].C[N+](=O)[O-].C[N+](=O)[O-].C[N+](=O)[O-].C[N+](=O)[O-].C[N+](=O)[O-]. The calculation puts the maximum force at 4.27 eV Å⁻¹. The energy relative to the best compared isomer or geometry (same formula, charge and spin) is 68.11 kcal/mol. Its HOMO energy is -10.88 eV.

---

ORCA calculation (wB97M-V/def2-TZVPD) on a molecular structure, C18H18AlClO5.

Structure (XYZ):
```
43
Properties=species:S:1:pos:R:3
C 2.093 0.798 -0.627
C 2.387 -0.661 -0.844
C 1.427 -1.194 -1.674
H 3.118 -1.199 -0.242
C 0.591 -0.122 -2.218
C 1.040 1.122 -1.692
H 0.858 2.132 -2.070
H 2.962 1.442 -0.551
H 1.299 -2.246 -1.936
H -0.057 -0.198 -3.091
C -0.926 -0.481 2.318
C 0.164 0.328 2.634
C 0.062 1.567 1.933
H 0.954 0.136 3.340
C -1.177 1.516 1.119
C -1.782 0.212 1.387
H -2.822 -0.011 1.165
H -1.105 -1.473 2.727
H 0.673 2.445 2.095
H -1.644 2.393 0.680
Al -0.307 0.341 -0.239
O -2.812 -1.900 -1.970
C -2.465 -3.245 -2.378
C -3.347 -2.374 -3.262
H -1.425 -3.371 -2.691
H -2.955 -4.075 -1.857
H -2.850 -1.953 -4.147
H -4.766 -2.661 -5.534
C -5.398 -2.774 -4.650
C -4.794 -2.634 -3.375
C -5.596 -2.819 -2.227
H -5.149 -2.729 -1.232
C -6.959 -3.098 -2.359
H -7.568 -3.215 -1.461
C -7.544 -3.231 -3.626
H -8.608 -3.458 -3.720
C -6.752 -3.074 -4.771
H -7.193 -3.189 -5.762
O 2.617 1.587 3.382
Cl 3.589 1.900 2.293
O 2.958 2.878 1.307
O 3.983 0.625 1.561
O 1.301 0.797 0.580
```

The orbital gap is 5.901 eV. The calculation puts the maximum force at 2.67 eV Å⁻¹. Its HOMO energy is -7.66 eV.

---

ORCA calculation (wB97M-V/def2-TZVPD) on a gas-phase ion, C4H9IN3 (charge +1).

Structure (XYZ):
```
17
Properties=species:S:1:pos:R:3
I 1.192 -2.670 1.040
N -0.322 -1.434 0.346
C -0.909 -0.444 1.247
C 0.031 0.763 1.270
N -0.308 1.399 0.026
C -0.328 0.671 -1.129
N 1.073 0.062 -1.455
C -0.131 -0.849 -0.969
H -1.001 -0.963 2.187
H -1.947 -0.197 0.909
H -0.170 1.405 2.144
H 1.159 0.403 1.361
H -0.188 2.381 -0.045
H -0.788 0.993 -1.958
H 1.759 0.006 -0.653
H 1.374 -0.090 -2.409
H -0.497 -1.435 -1.913
```

As for the total charge: +1. The orbital gap is 8.799 eV. Its SMILES is IN1CCN[C@H]2[NH2+][C@H]21. The calculation puts the maximum force at 5.55 eV Å⁻¹. The energy relative to the best compared isomer or geometry (same formula, charge and spin) is 77.36 kcal/mol. Its HOMO energy is -12.88 eV.